ORCA calculation (ωB97M-V/def2-TZVPD) on the molecule C10H17N5 in a non-equilibrium geometry.

The geometry in XYZ format:
```
32
Properties=species:S:1:pos:R:3
C 1.898 1.153 1.911
C 0.561 0.892 -1.969
C 0.611 -2.636 0.001
C 1.543 -1.505 -0.533
C -0.746 -1.875 0.091
C 0.993 -0.214 0.066
C -3.293 1.666 -0.238
C 2.657 1.354 -0.831
C -2.704 0.404 0.386
C -1.229 0.485 0.808
N 2.323 2.137 2.370
N -0.115 1.009 -2.918
N -0.443 -0.441 -0.033
N 1.453 -0.023 1.403
N 1.297 0.854 -0.854
H 0.398 -3.446 -0.718
H 1.034 -3.041 0.827
H 2.633 -1.762 -0.387
H 1.388 -1.617 -1.621
H -1.401 -2.056 -0.786
H -1.222 -2.085 1.095
H -3.196 2.383 0.552
H -2.649 1.818 -1.110
H -4.306 1.398 -0.458
H 2.911 2.373 -0.410
H 3.283 0.669 -0.110
H 3.190 1.403 -1.829
H -2.852 -0.457 -0.313
H -3.432 0.075 1.300
H -1.006 1.556 0.420
H -1.178 0.360 1.876
H 1.600 -0.831 2.012
```

Energy, Ha: -664.909258
SMILES string: CCCN1CCC[C@@]1(NC#N)N(C)C#N
Highest occupied orbital energy, eV: -9.2026
M, g/mol: 207.28
Energy relative to the best compared isomer or geometry (same formula, charge and spin), kcal/mol: 22.6
Orbital gap, Eh: 0.353
LUMO energy, eV: 0.39

Here are the Mulliken charges for atoms 1 to 4, given in e:
1 C 0.55
2 C 0.58
3 C -0.98
4 C -0.59

ORCA calculation (ωB97M-V/def2-TZVPD) on the molecule C10H17O in a non-equilibrium geometry.

The geometry in XYZ format:
```
28
Properties=species:S:1:pos:R:3
C 0.144 1.343 -1.323
C 0.016 1.151 0.167
C 1.233 0.518 0.930
C 1.913 -0.523 0.067
C 0.871 -1.561 -0.499
C -0.558 -1.221 -0.256
C -1.638 -2.140 -0.660
C -0.814 -0.092 0.669
C 0.200 -0.157 1.864
C -0.454 2.430 0.832
H -0.843 1.556 -1.755
H 0.784 2.213 -1.523
H 0.577 0.477 -1.836
H 1.897 1.263 1.392
H 2.460 -0.055 -0.759
H 2.658 -1.078 0.654
H 1.016 -1.658 -1.580
H 1.143 -2.554 -0.084
H -2.634 -1.895 -0.218
H -1.355 -3.206 -0.836
H -1.861 0.108 0.925
H 0.467 -1.165 2.219
H -0.072 0.476 2.720
H -0.503 2.347 1.919
H 0.214 3.265 0.588
H -1.454 2.694 0.469
O -1.235 -1.291 -1.810
H -2.169 -1.245 -2.273
```

2S+1: 2
Energy, Ha: -466.283950
⟨S²⟩: 0.76
Highest occupied orbital energy (spin up / spin down), eV: -4.8416 / -9.7157
M, g/mol: 153.25
Energy relative to the best compared isomer or geometry (same formula, charge and spin), kcal/mol: 48.2
Orbital gap (spin up / spin down), Eh: 0.210 / 0.383
LUMO energy (spin up / spin down), eV: 0.87 / 0.70

Here are the Mulliken charges for atoms 1 to 4, given in e:
1 C -1.87
2 C 1.57
3 C -0.16
4 C -1.08

ORCA calculation (ωB97M-V/def2-TZVPD) on a structure of composition C10H17O4P in a non-equilibrium geometry.

The geometry in XYZ format:
```
32
Properties=species:S:1:pos:R:3
C 2.947 -0.023 1.099
C 3.698 0.952 0.779
C 2.117 -1.522 -1.073
C 2.307 -1.213 1.478
C 1.576 -0.929 0.096
C 1.098 -1.666 -2.225
C -1.867 2.542 -1.181
C -2.949 -1.904 1.396
C -0.346 2.394 -0.827
C -2.205 -0.661 1.083
O 3.292 -1.817 -1.227
O 0.178 0.987 1.682
O 0.186 1.078 -0.928
O -0.993 -0.935 0.347
P 0.209 0.139 0.434
H 3.431 1.621 -0.040
H 4.627 1.269 1.308
H 2.996 -2.159 1.467
H 1.474 -1.248 2.298
H 0.087 -1.309 -2.042
H 1.216 -2.824 -2.546
H 1.581 -1.126 -3.140
H -2.051 2.028 -2.072
H -2.748 2.393 -0.450
H -2.025 3.507 -1.621
H -3.842 -1.683 1.973
H -3.292 -2.270 0.447
H -2.444 -2.565 2.049
H -0.083 2.810 0.178
H 0.319 2.913 -1.663
H -2.026 0.005 1.887
H -2.820 -0.036 0.501
```

Energy, Ha: -1033.468116
Highest occupied orbital energy, eV: -9.0210
M, g/mol: 232.22
Energy relative to the best compared isomer or geometry (same formula, charge and spin), kcal/mol: 14.7
Orbital gap, Eh: 0.351
LUMO energy, eV: 0.54

Here are the Mulliken charges for atoms 1 to 4, given in e:
1 C 0.25
2 C -0.70
3 C 0.82
4 C -0.70

ORCA calculation (ωB97M-V/def2-TZVPD) on the molecule C10H17P in a non-equilibrium geometry.

The geometry in XYZ format:
```
28
Properties=species:S:1:pos:R:3
C -1.221 -0.283 0.243
C -0.394 0.014 1.415
C -0.592 -0.394 -0.973
C 0.836 0.416 1.105
C 0.824 -0.091 -1.035
C -2.777 -0.344 0.312
C -0.868 -0.139 2.802
C -1.322 -0.840 -2.184
C 2.005 0.757 1.909
C 1.425 0.987 -1.924
P 2.027 -1.397 -0.737
H -3.155 0.186 1.172
H -2.975 -1.330 0.428
H -3.270 0.081 -0.535
H 0.067 -0.441 3.403
H -1.548 -0.961 2.932
H -1.297 0.682 3.243
H -1.998 -1.789 -1.988
H -0.581 -0.836 -2.988
H -1.996 -0.107 -2.527
H 1.750 0.929 2.951
H 2.381 1.601 1.317
H 2.771 -0.046 1.774
H 1.427 0.576 -2.964
H 2.319 1.613 -1.643
H 0.641 1.692 -2.087
H 3.058 -0.486 -0.686
H 2.514 -1.790 -2.060
```

Energy, Ha: -732.411014
Highest occupied orbital energy, eV: -7.5777
M, g/mol: 168.22
Energy relative to the best compared isomer or geometry (same formula, charge and spin), kcal/mol: 66.5
Orbital gap, Eh: 0.309
LUMO energy, eV: 0.82

Here are the Mulliken charges for atoms 1 to 4, given in e:
1 C 1.03
2 C 0.90
3 C -0.19
4 C -0.28

ORCA calculation (ωB97M-V/def2-TZVPD) on a cluster of 6 separate species, C10H18Br8Cl6 in total in a non-equilibrium geometry.

The geometry in XYZ format:
```
42
Properties=species:S:1:pos:R:3
Br 1.431 -1.657 8.692
C -0.195 -2.771 8.442
C -0.627 -3.337 9.823
Br -2.482 -4.086 9.809
H -0.042 -3.619 7.775
H -0.995 -2.158 8.027
H -0.691 -2.617 10.639
H 0.031 -4.147 10.139
Br -6.573 6.445 -5.799
C -4.947 5.254 -5.504
C -5.434 3.875 -5.025
Br -3.929 2.754 -4.579
H -4.302 5.682 -4.736
H -4.441 5.329 -6.467
H -6.093 3.299 -5.675
H -5.892 4.039 -4.050
Br 0.142 -9.223 -6.300
C 1.004 -8.789 -4.603
C 1.637 -7.432 -4.861
Br 3.028 -6.980 -3.472
H 1.754 -9.557 -4.410
H 0.348 -8.814 -3.733
H 0.919 -6.612 -4.843
H 2.242 -7.466 -5.767
Br 0.814 8.595 4.941
C 1.478 7.709 3.342
C 0.182 7.116 2.664
Br 0.661 6.201 0.924
H 2.047 6.835 3.662
H 1.934 8.446 2.682
H -0.587 7.841 2.398
H -0.288 6.408 3.347
C -0.269 -1.368 0.653
Cl -1.021 -2.685 -0.244
Cl 1.178 -2.017 1.556
Cl -1.630 -0.707 1.667
H -0.016 -0.518 0.021
C 5.990 0.079 -4.205
Cl 6.061 1.557 -3.243
Cl 6.941 0.170 -5.708
Cl 4.264 -0.417 -4.481
H 6.372 -0.660 -3.500
```

Energy, Ha: -23745.044038
SMILES string: ClC(Cl)Cl.ClC(Cl)Cl.BrCCBr.BrCCBr.BrCCBr.BrCCBr
Highest occupied orbital energy, eV: -10.4026
M, g/mol: 990.20
Energy relative to the best compared isomer or geometry (same formula, charge and spin), kcal/mol: 36.9
Orbital gap, Eh: 0.386
LUMO energy, eV: 0.10

Here are the Mulliken charges for atoms 1 to 4, given in e:
1 Br -0.16
2 C -0.51
3 C -0.64
4 Br -0.16

ORCA calculation (ωB97M-V/def2-TZVPD) on a structure of composition C10H18BrDyNO4S in a non-equilibrium geometry.

The geometry in XYZ format:
```
36
Properties=species:S:1:pos:R:3
C -1.272 1.873 2.102
C -0.157 0.723 2.440
N -0.627 -0.555 1.728
C 0.549 -1.392 1.271
C 0.951 -1.238 -0.310
C 0.673 0.230 -0.973
C 2.091 1.020 -1.166
S 2.786 0.515 -2.824
O 2.942 -0.985 -2.959
O 4.152 1.162 -2.931
O 1.714 1.108 -4.019
C 0.388 1.321 -3.449
C -0.035 0.076 -2.471
Br -2.033 0.320 -2.152
C -1.529 -1.372 2.643
C -3.036 -1.733 2.049
O -1.162 -1.760 3.784
H -1.414 2.625 2.951
H -1.058 2.362 1.088
H -2.270 1.286 1.969
H -0.076 0.578 3.583
H 0.822 1.061 1.953
H 1.470 -1.263 1.964
H 0.226 -2.523 1.420
H 2.099 -1.410 -0.368
H 0.482 -2.092 -0.969
H -0.023 0.937 -0.364
H 1.891 2.155 -1.240
H 2.756 0.735 -0.278
H 0.304 2.326 -2.874
H -0.403 1.358 -4.293
H 0.172 -0.949 -2.949
H -3.012 -2.855 1.803
H -3.784 -1.440 2.864
H -3.192 -1.117 1.070
Dy -1.386 -1.084 -0.092
```

2S+1: 6
Energy, Ha: -4603.350425
⟨S²⟩: 9.04
Highest occupied orbital energy (spin up / spin down), eV: -19.6133 / -19.6152
M, g/mol: 490.73
Net charge: +3
Orbital gap (spin up / spin down), Eh: 0.168 / 0.260
LUMO energy (spin up / spin down), eV: -15.04 / -12.53

Here are the Mulliken charges for atoms 1 to 4, given in e:
1 C -0.76
2 C -0.38
3 N 0.06
4 C -0.83

Repeat the third record exactly.
ORCA calculation (ωB97M-V/def2-TZVPD) on a structure of composition C10H17O4P in a non-equilibrium geometry.

The geometry in XYZ format:
```
32
Properties=species:S:1:pos:R:3
C 2.947 -0.023 1.099
C 3.698 0.952 0.779
C 2.117 -1.522 -1.073
C 2.307 -1.213 1.478
C 1.576 -0.929 0.096
C 1.098 -1.666 -2.225
C -1.867 2.542 -1.181
C -2.949 -1.904 1.396
C -0.346 2.394 -0.827
C -2.205 -0.661 1.083
O 3.292 -1.817 -1.227
O 0.178 0.987 1.682
O 0.186 1.078 -0.928
O -0.993 -0.935 0.347
P 0.209 0.139 0.434
H 3.431 1.621 -0.040
H 4.627 1.269 1.308
H 2.996 -2.159 1.467
H 1.474 -1.248 2.298
H 0.087 -1.309 -2.042
H 1.216 -2.824 -2.546
H 1.581 -1.126 -3.140
H -2.051 2.028 -2.072
H -2.748 2.393 -0.450
H -2.025 3.507 -1.621
H -3.842 -1.683 1.973
H -3.292 -2.270 0.447
H -2.444 -2.565 2.049
H -0.083 2.810 0.178
H 0.319 2.913 -1.663
H -2.026 0.005 1.887
H -2.820 -0.036 0.501
```

Energy, Ha: -1033.468116
Highest occupied orbital energy, eV: -9.0210
M, g/mol: 232.22
Energy relative to the best compared isomer or geometry (same formula, charge and spin), kcal/mol: 14.7
Orbital gap, Eh: 0.351
LUMO energy, eV: 0.54

Here are the Mulliken charges for atoms 1 to 4, given in e:
1 C 0.25
2 C -0.70
3 C 0.82
4 C -0.70